# 1
Computed, not measured: a single C2HClN2O molecule in a non-equilibrium geometry, with ωB97M-V with the def2-TZVPD basis set.

```
7
Properties=species:S:1:pos:R:3:forces:R:3:mulliken_charge:R:1
Cl -0.75926 2.06372 1.03856 0.72 -1.12 0.12 -0.15
C -0.09551 0.53084 0.51868 0.82 0.66 -0.28 0.13
C -0.40945 -0.03902 -0.65894 -0.99 -0.86 -0.52 0.00
O 0.28250 -1.16897 -0.78436 0.52 0.28 0.36 -0.07
N 1.13797 -1.24008 0.28867 0.33 1.21 1.43 -0.07
N 0.97164 -0.22217 1.06591 -1.55 -0.71 -1.67 -0.22
H -1.12789 0.07566 -1.46852 0.15 0.53 0.55 0.38
```
Forces are in eV/Å.

**SMILES**: Clc1conn1
**Energy relative to the best compared isomer or geometry (same formula, charge and spin)**: 201.1 kJ/mol
**Maximum force**: 2.38 eV/A
**LUMO level**: 0.516 eV
**E_HOMO**: -10.37 eV
**Calculated total energy**: -19637.82969 eV
**HOMO-LUMO gap**: 0.4002 Ha


# 2
Computed, not measured: a 11-piece molecular cluster, C16H26Cl28 overall in a non-equilibrium geometry, with ωB97M-V with the def2-TZVPD basis set.

```
70
Properties=species:S:1:pos:R:3:forces:R:3:mulliken_charge:R:1
Cl 1.10998 -11.79522 8.70077 0.06 0.73 -0.03 0.01
C 0.44879 -13.41864 8.59807 -0.06 -0.51 0.05 -0.77
C -0.93605 -13.42557 7.89171 1.43 0.65 1.51 -0.05
Cl -1.42202 -15.09635 7.75218 -0.33 -0.76 -0.53 -0.22
H 0.40682 -13.79069 9.62174 -0.47 0.03 -0.06 0.33
H 1.22701 -14.02632 8.13634 -0.40 -0.03 -0.51 0.36
H -0.88378 -12.86524 6.95822 -0.21 -0.39 -0.04 0.35
H -1.63726 -12.97882 8.59656 -0.04 0.26 -0.39 0.00
Cl 7.80371 -8.85530 10.66011 -0.09 -0.98 0.40 -0.20
C 7.19595 -7.51164 9.69893 0.51 -0.06 -0.12 0.19
C 7.65139 -6.23147 10.32916 -1.32 1.30 -1.37 -0.47
Cl 6.44064 -5.68355 11.53866 0.69 -0.33 0.40 -0.03
H 6.11045 -7.50005 9.60063 0.07 -0.27 0.27 -0.22
H 7.61243 -7.65993 8.70261 0.10 0.22 0.02 0.21
H 7.44731 -5.52323 9.52613 0.48 0.39 0.00 0.08
H 8.69641 -6.13562 10.62386 -0.31 -0.34 0.36 0.41
Cl 3.84572 -11.50610 6.29336 -0.02 -0.21 -0.21 -0.11
C 5.43162 -12.31544 6.26570 0.66 -0.19 1.95 -0.40
C 5.67943 -12.99085 7.67475 -0.21 0.10 -0.99 -0.67
Cl 5.56142 -11.84327 9.03193 -0.24 0.10 -0.12 -0.03
H 6.20650 -11.55645 6.15806 -0.22 0.02 -0.40 0.19
H 5.43557 -13.04395 5.45493 0.08 0.07 0.18 0.37
H 6.68932 -13.37587 7.81611 -0.07 -0.14 -0.66 0.37
H 4.96042 -13.80027 7.80106 0.00 0.15 0.26 0.30
Cl 2.65514 -8.06807 7.36929 0.39 -0.24 0.58 0.13
C 3.19545 -8.96067 8.85505 -0.34 -0.46 0.42 0.80
C 2.40998 -8.51046 10.09890 -0.06 0.43 -1.04 -0.18
Cl 2.61352 -6.74942 10.26282 0.27 0.54 0.36 0.04
H 4.26331 -8.87212 9.05491 0.02 0.61 -0.44 -0.34
H 3.07151 -10.00771 8.57856 -0.31 0.03 0.37 -0.46
H 2.78274 -8.93194 11.03245 -0.16 -0.28 -0.31 0.12
H 1.33248 -8.59416 9.95713 0.15 -0.60 0.16 0.00
Cl 0.30009 -1.42478 11.63816 0.13 -0.39 -0.59 -0.18
C 0.02500 -2.39577 10.13520 -0.92 -0.04 -0.02 -0.54
C 1.13859 -3.37360 9.84605 0.26 -0.16 -0.48 -0.08
Cl 0.97042 -4.12934 8.16002 -0.31 0.62 0.99 -0.10
H -0.15733 -1.70242 9.31415 0.35 0.04 0.08 0.33
H -0.91538 -2.92251 10.29744 0.08 -0.04 0.05 0.28
H 1.11715 -4.24608 10.49906 0.23 0.39 0.18 0.11
H 2.09215 -2.84556 9.84639 0.06 -0.32 0.15 0.20
C -2.49973 -8.87269 10.36985 -1.25 0.30 -0.25 -0.09
Cl -1.42546 -7.75826 9.60596 0.55 0.42 -0.37 0.02
Cl -2.72877 -8.43558 12.04594 0.13 -0.24 0.64 -0.13
Cl -2.01799 -10.52423 10.08626 0.27 -0.55 0.25 -0.11
H -3.49212 -8.77533 9.92964 0.30 0.06 -0.12 0.29
C 3.72338 -4.29536 12.90321 -0.44 -0.42 0.70 0.72
Cl 4.08281 -2.77070 11.94912 0.45 1.23 -1.13 -0.37
Cl 1.99622 -4.24481 13.50273 -1.29 -0.41 0.07 -0.36
Cl 4.80404 -4.47714 14.35012 1.02 -0.35 0.83 -0.33
H 3.83270 -5.19205 12.29321 0.05 -0.02 -0.24 -0.50
C 5.29315 -9.18373 13.39922 0.30 0.33 0.88 0.09
Cl 5.54683 -10.12017 14.90735 -0.05 -0.16 -0.27 -0.18
Cl 4.14513 -7.86952 13.76831 0.05 -0.62 -0.75 -0.04
Cl 4.90655 -10.30133 12.05025 -0.12 0.66 0.56 -0.06
H 6.24973 -8.69029 13.22729 -0.24 -0.24 -0.49 0.13
C 4.50097 -4.10696 8.09628 0.71 -0.52 -0.14 0.98
Cl 5.50615 -5.47595 7.47410 -0.26 0.05 0.12 -0.11
Cl 3.74591 -3.33215 6.71131 0.24 0.34 0.01 -0.11
Cl 5.55492 -3.04515 9.04399 -0.51 -0.13 -0.48 -0.07
H 3.72204 -4.56124 8.70865 0.16 0.25 0.07 -0.77
C -0.37099 -6.78475 5.60632 1.03 0.68 0.98 0.68
Cl 0.78804 -5.62557 4.91617 -0.16 0.23 0.08 -0.12
Cl -1.23059 -7.55910 4.34554 -0.79 -0.55 -0.65 -0.15
Cl -1.42044 -5.97757 6.80826 0.12 -0.39 -0.70 -0.12
H 0.26291 -7.50720 6.12044 -0.41 0.04 0.11 -0.35
C 4.62672 -8.60994 4.61315 -0.58 -0.34 0.26 0.44
Cl 5.08060 -9.27312 3.03592 -0.05 0.03 0.05 -0.17
Cl 3.87432 -7.02813 4.46134 0.38 -0.09 -0.12 -0.06
Cl 5.99144 -8.65622 5.71591 0.44 0.34 0.14 -0.09
H 3.90844 -9.27473 5.09298 -0.01 0.19 -0.45 -0.17
```
Forces are in eV/Å.

**Maximum force**: 2.30 eV/A
**LUMO level (spin up / spin down)**: 1.579 / 1.577 eV
**<S²>**: 0.753
**E_HOMO (spin up / spin down)**: -0.13 / -6.40 eV
**Calculated total energy**: -367641.92547 eV
**HOMO-LUMO gap (spin up / spin down)**: 0.0627 / 0.2933 Ha
**Charge**: -1
**Multiplicity**: 2


# 3
Computed, not measured: C31H36N3Re as an isolated structure in a non-equilibrium geometry, with ωB97M-V with the def2-TZVPD basis set.

```
71
Properties=species:S:1:pos:R:3:forces:R:3:mulliken_charge:R:1
C 1.16469 -2.30922 -0.88522 0.73 0.17 0.66 1.10
C 1.57287 -1.42156 -1.93192 1.49 -0.69 -1.49 0.03
C 0.87904 -1.79266 -3.12519 2.27 -0.54 -0.39 0.89
C 0.02876 -2.90647 -2.81872 0.15 -0.22 -0.87 0.34
C 0.21632 -3.23890 -1.43389 0.02 -0.52 0.02 0.40
Re -0.53605 -1.29913 -1.60349 -4.73 3.07 2.07 0.13
C -3.13818 0.79563 -1.48365 0.80 -0.07 0.79 0.94
C -2.83805 -0.04045 -0.46479 -0.52 0.53 0.04 -0.57
H -3.03719 0.30179 0.55393 0.52 0.19 -0.25 0.38
C -2.40320 -1.42950 -0.60075 0.58 -0.88 -0.05 -1.43
H -2.96870 -2.03892 -1.31832 -0.31 -0.12 0.26 0.74
H -2.27035 -1.91578 0.36734 -0.40 -0.19 -0.13 0.58
C -3.53338 2.21215 -1.18956 -0.18 0.26 0.09 -1.58
H -3.00105 2.58663 -0.30116 -0.21 -0.14 -0.31 0.35
H -3.30899 2.86586 -2.04194 -0.08 -0.07 0.24 0.40
H -4.61165 2.28006 -0.98500 0.19 0.07 -0.13 0.34
C -3.06010 0.33905 -2.90404 -0.09 -0.07 -0.27 -1.21
H -2.09883 -0.17994 -3.12417 -0.19 0.02 -0.21 0.19
H -3.86716 -0.37328 -3.13218 0.22 0.10 -0.06 0.29
H -3.14484 1.19070 -3.58648 0.14 -0.28 -0.01 0.40
C 2.58925 -0.33086 -1.81045 0.16 0.16 0.08 -1.19
H 2.15592 0.63660 -1.53162 0.06 -0.23 0.05 0.01
H 3.34006 -0.59125 -1.05105 -0.18 0.07 -0.26 0.41
H 3.09141 -0.17244 -2.77338 -0.07 -0.05 0.25 0.40
C 1.07383 -1.15374 -4.46304 -0.14 0.14 -0.18 -1.18
H 0.92654 -0.06805 -4.41559 0.03 -0.17 -0.06 0.13
H 2.10000 -1.32524 -4.82344 -0.29 -0.01 0.15 0.37
H 0.37905 -1.57514 -5.19623 0.14 0.18 0.08 0.42
C -0.94388 -3.54255 -3.75792 -0.16 -0.14 -0.29 -1.64
H -0.53684 -3.54445 -4.77581 -0.12 -0.20 0.22 0.45
H -1.16671 -4.56684 -3.43971 0.07 0.19 -0.21 0.36
H -1.89438 -2.99175 -3.78765 0.20 -0.18 -0.01 0.26
C -0.52714 -4.29125 -0.67768 -0.26 -0.26 0.16 -1.40
H -1.49291 -3.91889 -0.31448 0.20 -0.19 -0.05 0.19
H -0.73480 -5.14766 -1.32964 0.16 0.08 0.26 0.46
H 0.05154 -4.61379 0.19478 -0.14 -0.09 -0.28 0.42
C 1.71582 -2.29366 0.50404 0.23 0.04 0.20 -1.36
H 1.21993 -3.04329 1.12700 0.12 0.16 -0.04 0.37
H 2.79648 -2.49936 0.49555 -0.30 -0.08 -0.04 0.38
H 1.58565 -1.31221 0.97108 0.08 -0.21 -0.06 0.37
C 2.53831 2.99278 -2.13615 -4.15 -0.29 -0.10 -0.42
C 1.23683 2.82234 -2.81856 3.65 0.38 -2.18 -0.26
C 3.71461 3.37818 -2.65133 0.27 0.27 -1.58 -0.51
C 1.42551 2.90169 -4.22971 -0.19 0.02 0.86 -0.22
H 0.19097 2.61891 -2.62403 0.39 -0.06 1.46 0.63
C 3.75832 3.57767 -4.07950 -0.14 -0.24 0.74 -0.28
H 4.59188 3.52985 -2.02933 -0.09 0.03 -0.12 0.44
C 2.63668 3.27592 -4.84136 0.22 0.00 0.20 -0.56
H 0.56308 2.68568 -4.87062 0.25 0.19 0.18 0.45
H 4.67291 3.96554 -4.53778 -0.32 -0.29 0.12 0.39
H 2.67962 3.32993 -5.93204 0.01 0.11 0.39 0.37
N 0.50235 1.27665 10.89459 -0.41 -0.20 -2.61 -0.48
C 0.32366 1.19202 9.74021 0.38 0.18 2.55 0.04
C 0.11057 1.09241 8.32181 -0.01 -0.13 -0.26 0.38
C -0.34277 2.20331 7.60432 -0.11 0.11 -0.36 -1.09
C -0.53239 2.12026 6.22595 0.23 -0.47 0.24 -0.50
C -0.24875 0.91409 5.56262 0.14 0.02 0.81 2.05
C 0.18762 -0.21113 6.27580 -0.09 0.48 0.49 -0.39
C 0.36265 -0.11513 7.66093 -0.02 -0.07 -0.46 -1.06
N -0.39053 0.83748 4.16765 -0.31 0.23 -1.44 0.23
C -0.06005 -0.23493 3.34616 -0.32 0.47 -0.54 -0.47
C -0.38596 0.13852 2.05988 0.00 0.50 1.39 -0.24
N -0.90176 1.41517 2.06812 -0.19 0.62 0.82 -0.44
C -0.90185 1.82841 3.33178 0.58 -1.68 -0.76 -0.25
H -0.54495 3.14228 8.12245 0.07 -0.33 -0.14 0.43
H -0.88466 2.98349 5.66617 0.14 -0.18 0.30 0.22
H 0.38581 -1.14976 5.76165 -0.05 0.27 0.26 0.27
H 0.70143 -0.98556 8.22446 -0.10 0.30 -0.15 0.42
H 0.36123 -1.15253 3.71227 0.01 0.05 0.08 0.34
H -0.28615 -0.43533 1.14905 -0.07 0.10 0.15 0.22
H -1.23701 2.78159 3.71897 0.02 -0.21 -0.35 0.33
```
Forces are in eV/Å.

**Energy relative to the best compared isomer or geometry (same formula, charge and spin)**: 0.0 kJ/mol
**Maximum force**: 6.01 eV/A
**LUMO level (spin up / spin down)**: -3.574 / -4.575 eV
**<S²>**: 3.775
**E_HOMO (spin up / spin down)**: -10.92 / -10.87 eV
**Calculated total energy**: -39318.36974 eV
**HOMO-LUMO gap (spin up / spin down)**: 0.2698 / 0.2314 Ha
**Charge**: +1
**Multiplicity**: 4


# 4
Computed, not measured: C10H8As3Cu2F34NaO2Pt as an isolated structure in a non-equilibrium geometry, with ωB97M-V with the def2-TZVPD basis set.

```
61
Properties=species:S:1:pos:R:3:forces:R:3:mulliken_charge:R:1
Na 0.38726 3.99319 2.16442 -0.50 0.23 -0.46 0.93
Pt -0.86126 -3.34332 1.18238 1.11 0.06 -0.29 1.54
Cu -0.79033 0.85063 4.83366 -0.78 0.00 -0.14 0.67
Cu -4.57370 0.44420 1.28694 -0.30 0.70 -0.21 0.64
As -0.51582 0.56123 0.79342 0.52 1.53 -1.31 1.89
F -0.75849 -1.27046 0.82286 0.17 0.36 -0.16 -0.61
F -0.12033 0.39997 -0.87929 -0.26 -0.11 0.52 -0.43
F -0.31146 2.30203 0.72957 -0.34 -0.73 0.34 -0.50
F -0.89971 0.59778 2.50032 0.20 -0.19 -0.53 -0.17
F 1.16327 0.40643 1.16144 -0.68 -0.45 0.34 -0.46
F -2.20089 0.64966 0.35147 0.58 -0.06 0.53 -0.35
As -3.34953 -1.84994 3.72532 -2.06 -1.28 2.90 1.98
F -3.01862 -3.18947 4.76838 -0.01 0.70 -0.80 -0.44
F -1.90935 -2.50477 2.75552 0.57 -0.17 -0.26 -0.30
F -3.41302 -0.53222 2.57431 0.54 -0.51 0.37 -0.24
F -4.67062 -1.32724 4.67016 0.54 0.18 -0.74 -0.42
F -2.25418 -0.87032 4.70775 0.31 -0.20 -0.81 -0.39
F -4.36052 -2.78754 2.69107 0.64 0.37 -0.10 -0.48
As -3.41947 3.36337 3.52566 -1.45 1.49 1.25 1.94
F -3.87318 2.17236 2.30785 -0.23 -0.20 -0.60 -0.35
F -2.40920 2.05847 4.19426 0.93 -0.32 0.21 -0.41
F -2.83107 4.43284 4.74343 0.19 -0.52 -0.40 -0.50
F -4.39977 4.58282 2.83860 0.16 -0.58 -0.06 -0.45
F -4.68110 2.76875 4.54707 0.49 0.18 -0.57 -0.47
F -2.11446 3.82693 2.44728 0.65 -0.32 0.17 -0.46
C 2.15503 4.59017 -2.69303 -0.29 -0.05 -1.21 -0.95
C 0.66465 4.95969 -2.68292 1.52 0.93 -0.86 0.95
C -0.08274 4.35074 -1.51879 -1.12 0.35 0.33 0.38
F 0.54810 4.66511 -0.32286 0.08 -0.24 -0.27 -0.29
F -1.34414 4.83901 -1.38933 0.61 -0.25 -0.30 -0.31
F 0.67741 6.32214 -2.69802 -0.54 -0.33 0.47 -0.31
F 0.05812 4.55175 -3.82034 -0.11 -0.19 0.28 -0.28
O 2.29336 3.15970 -2.83603 0.62 0.30 1.43 -0.42
C 3.12605 2.61311 -1.88751 -0.98 -0.30 -0.91 0.78
C 3.16275 1.11241 -2.20840 -0.49 -0.41 -0.93 0.56
F 3.58849 0.93963 -3.48637 0.40 0.15 0.40 -0.28
F 3.94978 0.41214 -1.37376 0.09 0.24 0.12 -0.24
F 4.31960 3.19064 -1.86177 0.33 0.03 0.08 -0.28
F 2.56666 2.78412 -0.65308 0.15 -0.13 0.42 -0.23
H 2.63854 5.09591 -1.85764 0.07 -0.67 0.30 0.38
H 2.63012 4.97547 -3.59411 -0.40 0.43 -0.04 0.48
H -0.12469 3.27241 -1.69734 0.07 0.03 0.51 0.05
H 2.14526 0.71038 -2.20320 -0.01 0.11 0.46 -0.03
C 0.43925 -4.00367 -1.66953 0.21 -0.03 -1.32 -1.14
C 0.37390 -5.50349 -1.93357 -0.48 0.36 -0.77 0.91
C 0.07166 -5.74051 -3.44567 0.39 -0.19 0.03 0.06
F -1.02624 -5.03885 -3.82066 0.28 -0.04 0.32 -0.25
F 1.14784 -5.26964 -4.13158 -0.47 -0.10 0.22 -0.23
F 1.53577 -6.10510 -1.63159 -0.11 0.08 0.23 -0.24
F -0.61191 -6.06933 -1.18430 0.06 0.13 0.16 -0.30
O 0.77161 -3.72490 -0.29243 -0.96 -0.29 0.83 -0.51
C 1.94934 -2.96806 -0.04848 0.05 1.06 -0.22 0.51
C 3.24226 -3.78789 -0.17008 0.80 -0.26 0.39 0.26
F 3.49815 -4.03657 -1.45529 -0.37 -0.12 -0.32 -0.22
F 4.24613 -3.04489 0.31365 -0.14 0.33 0.13 -0.24
F 1.94462 -1.90219 -0.83797 0.08 -0.23 -0.30 -0.19
F 1.80717 -2.50384 1.19903 -0.23 -0.54 0.60 -0.36
H -0.47587 -3.49139 -1.96988 -0.22 -0.23 0.42 0.67
H 1.18346 -3.57793 -2.34616 0.28 -0.09 0.33 0.48
H -0.08034 -6.80419 -3.65332 0.06 0.12 0.00 0.35
H 3.19639 -4.70747 0.41852 -0.23 -0.13 -0.16 0.32
```
Forces are in eV/Å.

**Maximum force**: 3.78 eV/A
**LUMO level (spin up / spin down)**: -9.007 / -11.869 eV
**<S²>**: 2.002
**E_HOMO (spin up / spin down)**: -16.05 / -16.05 eV
**Calculated total energy**: -386437.13649 eV
**HOMO-LUMO gap (spin up / spin down)**: 0.2589 / 0.1537 Ha
**Charge**: +2
**Multiplicity**: 3


Look up the maximum force of the fourth one.
3.78 eV/A


Which of these has the lowest calculated total energy?
C10H8As3Cu2F34NaO2Pt